# 1
DFT (wB97M-V/def2-TZVPD) results for a structure of composition C24H49AlN9PS3.

## Properties
ΔE to the lowest compared entry with this formula, charge and spin = 0.0 kcal per mole
Kohn-Sham gap = 0.3146 hartree
Largest force on an atom = 0.819 eV/A
Total charge = +4

Geometry as XYZ:
```
87
Properties=species:S:1:pos:R:3:mulliken_charge:R:1
Al -1.42 0.67 0.69 -1.6317
C -0.32 1.71 3.54 -0.6163
C -1.65 2.47 3.54 -0.9784
S -2.77 2.18 2.13 0.2697
C -2.85 3.81 1.32 -0.9594
C -2.49 3.79 -0.16 -0.7491
S -1.15 2.70 -0.71 0.1723
C 0.38 3.44 -0.09 -0.6497
C 0.62 3.27 1.40 -0.6785
S 0.50 1.53 1.92 0.1701
H -0.43 0.69 3.90 0.0102
H 0.39 2.21 4.20 0.7723
H -1.49 3.55 3.59 0.6185
H -2.20 2.21 4.44 0.5672
H -2.23 4.51 1.88 0.3876
H -3.88 4.16 1.42 0.6059
H -2.23 4.80 -0.50 0.6186
H -3.34 3.48 -0.76 0.2971
H 0.39 4.49 -0.36 0.6640
H 1.17 2.95 -0.67 0.0168
H -0.08 3.86 1.99 0.2690
H 1.63 3.61 1.65 0.6113
C -3.69 -1.04 4.42 -0.9642
N -2.34 -1.54 4.15 0.0400
C -1.62 -2.30 5.19 -0.6143
C -0.19 -2.38 4.62 -0.4920
N -0.31 -1.69 3.32 0.3052
C 0.71 -1.89 2.31 -0.6031
C -1.57 -1.27 3.11 -0.1901
N -1.96 -0.64 1.99 0.7585
C -3.24 -1.08 1.39 -0.9817
C -2.87 -1.57 0.00 -0.8129
N -2.10 -0.45 -0.62 1.6386
C -2.03 -0.60 -1.99 -0.4645
N -1.45 -1.64 -2.57 0.1008
C -0.56 -2.60 -1.93 -1.0726
C -1.66 -1.64 -4.03 -0.5215
C -2.45 -0.34 -4.25 -0.6569
N -2.62 0.19 -2.88 0.1724
C -3.62 1.20 -2.60 -0.9130
H -3.74 -0.72 5.46 0.3462
H -4.44 -1.81 4.26 0.3470
H -3.90 -0.19 3.78 0.3774
H -2.08 -3.27 5.34 0.4012
H -1.66 -1.75 6.13 0.3691
H 0.12 -3.41 4.45 0.3574
H 0.55 -1.90 5.26 0.3349
H 0.96 -2.95 2.25 0.4518
H 1.62 -1.34 2.56 0.3140
H 0.34 -1.56 1.34 -0.1066
H -3.93 -0.24 1.28 0.2095
H -3.75 -1.83 1.98 0.8124
H -3.76 -1.80 -0.59 0.4753
H -2.26 -2.48 0.08 0.2314
H -0.05 -2.13 -1.10 0.2398
H 0.17 -2.93 -2.67 0.4317
H -1.10 -3.48 -1.58 0.3214
H -2.23 -2.52 -4.32 0.3796
H -0.71 -1.66 -4.55 0.3306
H -3.43 -0.52 -4.69 0.4190
H -1.92 0.38 -4.87 0.3427
H -4.23 1.34 -3.49 0.4670
H -4.28 0.88 -1.79 0.3951
H -3.17 2.16 -2.37 0.2149
C 4.88 -1.82 -3.32 -0.7960
N 5.25 -1.52 -1.86 0.0291
C 6.02 -0.18 -1.83 -0.7417
N 5.24 0.84 -2.43 0.1938
C 4.90 0.50 -3.81 -0.9613
N 4.14 -0.75 -3.88 0.2245
C 2.80 -0.61 -3.31 -1.1589
P 2.81 -0.16 -1.50 1.1559
C 4.03 -1.47 -0.98 -1.1241
C 4.07 1.21 -1.64 -1.1639
H 4.31 -2.76 -3.33 0.3620
H 5.82 -1.96 -3.85 0.3600
H 5.87 -2.26 -1.52 0.3496
H 6.94 -0.35 -2.39 0.3665
H 6.25 0.03 -0.79 0.3700
H 5.83 0.37 -4.38 0.3266
H 4.33 1.30 -4.26 0.3703
H 2.25 -1.54 -3.45 0.4880
H 2.26 0.16 -3.86 0.4863
H 3.56 -2.46 -1.01 0.4652
H 4.37 -1.29 0.04 0.4804
H 4.38 1.53 -0.65 0.4945
H 3.60 2.08 -2.12 0.4443
```

# 2
DFT (wB97M-V/def2-TZVPD) results for a cluster of 2 separate species, C10H16 in total at a distorted geometry.

## Properties
ΔE to the lowest compared entry with this formula, charge and spin = 20.1 kcal per mole
Kohn-Sham gap = 0.3689 hartree
Largest force on an atom = 2.759 eV/A
Total charge = 0

Geometry as XYZ:
```
26
Properties=species:S:1:pos:R:3:mulliken_charge:R:1
C 2.86 -0.69 0.64 -0.3281
C 2.08 -1.79 -0.12 -0.7326
C 2.16 0.04 1.75 -0.7998
H 3.79 -1.11 1.03 0.3431
H 3.21 0.03 -0.10 0.2541
H 1.02 -1.58 0.01 0.0133
H 2.50 -0.07 2.77 0.3627
H 2.15 1.13 1.58 0.2190
H 2.40 -2.78 0.18 0.3310
H 2.20 -1.69 -1.20 0.2485
H 1.08 -0.16 1.77 0.0906
C -0.35 2.59 -1.01 -1.5493
C -1.43 -0.98 -1.26 -0.5615
C -0.67 0.14 -1.45 -0.3980
C -2.10 -1.21 -0.03 -0.2780
C -0.77 1.24 -0.52 0.7687
C -1.99 -0.28 0.98 -0.4557
C -1.33 0.95 0.68 -0.4247
H -1.53 -1.76 -2.00 0.3484
H -0.16 0.31 -2.39 0.3688
H -2.57 -2.15 0.19 0.3633
H -2.51 -0.50 1.90 0.4123
H -0.03 3.34 -0.28 0.3623
H -1.23 3.05 -1.48 0.3285
H -1.47 1.64 1.51 0.3411
H 0.45 2.56 -1.74 0.3720
```

# 3
DFT (wB97M-V/def2-TZVPD) results for the ion C8H13BrFN2O2 with charge +1 at a distorted geometry.

## Properties
ΔE to the lowest compared entry with this formula, charge and spin = 0.0 kcal per mole
Kohn-Sham gap = 0.3546 hartree
Largest force on an atom = 4.843 eV/A
Total charge = +1

Geometry as XYZ:
```
27
Properties=species:S:1:pos:R:3:mulliken_charge:R:1
C 1.86 1.08 -0.18 -0.1547
C 2.37 -0.22 -0.21 -0.4027
C 0.19 -1.03 -0.97 -1.1690
C 0.37 1.39 -0.14 0.2413
C -0.56 0.11 -0.36 1.4481
C 0.08 2.07 1.23 -1.4158
C -1.90 0.50 -0.99 -1.4721
C 1.30 -2.07 1.05 -0.7863
N 2.81 2.24 -0.09 0.9809
N 1.46 -1.40 -0.29 -0.0410
O 2.38 3.31 -0.37 -0.5404
O 3.96 2.00 0.13 -0.6057
F -0.81 -0.38 0.99 -0.3626
Br 4.10 -0.77 -0.08 0.0175
H -0.37 -2.02 -1.03 0.4928
H 0.28 -0.94 -2.12 0.3226
H 0.23 2.16 -0.78 0.5069
H 0.28 1.52 2.22 0.2516
H -0.85 2.55 1.15 0.4571
H 0.80 2.83 1.29 0.5564
H -2.62 1.12 -0.39 0.3852
H -2.54 -0.52 -1.03 0.3568
H -1.84 1.00 -2.02 0.3319
H 1.36 -1.31 1.81 0.3092
H 0.32 -2.55 1.09 0.3818
H 2.03 -2.85 1.17 0.3635
H 2.07 -2.08 -0.82 0.5465
```

# 4
DFT (wB97M-V/def2-TZVPD) results for a cluster of 2 separate species, O2 in total at a distorted geometry.

## Properties
ΔE to the lowest compared entry with this formula, charge and spin = 186.8 kcal per mole
Kohn-Sham gap = 0.2446 hartree
Largest force on an atom = 6.634 eV/A
Total charge = 0

Geometry as XYZ:
```
2
Properties=species:S:1:pos:R:3:mulliken_charge:R:1
O -0.40 0.12 1.00 0.0000
O 0.40 -0.12 -1.00 0.0000
```